Density functional theory data (ωB97M-V with the def2-TZVPD basis set) for a cluster of 6 separate species, C18H54N5O6 in total at a distorted geometry.

Computed properties:
LUMO energy = -0.0718 Eh
net charge = +1
HOMO-LUMO gap = 9.57 eV
M = 436.659 g mol⁻¹
relative energy (zero: lowest compared OMol25 entry of this formula, charge and spin) = 98.1 kJ/mol
calculated total energy = -1443.142566 hartree

Last column: Mulliken charge in e.
Cartesian coordinates (Å):
N: 0.8781 0.2257 0.4108  0.4501
H: 0.3961 -0.2873 1.2265  0.2617
H: 1.8936 0.1492 0.5490  0.3348
H: 0.5831 1.2405 0.4130  0.2316
H: 0.5951 -0.2988 -0.4731  0.2402
C: 1.8423 4.5404 0.7146  -0.6000
C: 0.8484 3.8283 -0.1285  -0.4537
O: 0.1519 2.8522 0.6326  -0.5118
O: 2.7753 3.6364 1.3392  -0.4614
H: 1.3847 5.0952 1.5403  0.3429
H: 2.4133 5.2616 0.1229  0.4040
H: 1.3210 3.3375 -0.9758  0.2889
H: 0.1308 4.5563 -0.5119  0.3347
H: -0.2364 3.2326 1.4282  0.2185
H: 3.4707 4.2096 1.6825  0.2335
C: -1.5040 -2.6948 -1.5662  -1.2827
C: 0.0108 -2.8953 -1.6957  0.4495
C: 0.3483 -3.7417 -2.9078  -0.8036
O: 1.7412 -4.0612 -2.9675  -0.3446
C: 2.2478 -4.8200 -1.9014  -0.6117
N: 0.6220 -1.5400 -1.8046  -0.5415
H: -1.7864 -2.6483 -0.5121  -0.0003
H: -2.0568 -3.5443 -1.9855  0.4573
H: -1.9191 -1.8446 -2.1103  0.2591
H: 0.3492 -3.2959 -0.7425  0.2122
H: 0.1001 -3.1321 -3.7816  0.3517
H: -0.2142 -4.6810 -2.9846  0.4279
H: 1.7203 -5.7662 -1.7220  0.3272
H: 2.3323 -4.2495 -0.9758  0.1830
H: 3.2313 -5.1339 -2.2531  0.2608
H: 0.3348 -1.1956 -2.7234  0.2777
H: 1.6304 -1.7171 -1.8763  0.1782
C: -2.5739 0.7832 -0.8277  -0.8188
C: -3.6285 0.7322 -1.9143  0.6347
C: -4.7560 1.7245 -1.7974  -1.1738
O: -4.3392 3.0369 -1.9850  -0.3168
C: -5.4030 3.9511 -1.7320  -0.7946
N: -2.9035 0.8378 -3.2420  -0.6964
H: -2.9785 0.8114 0.1909  0.2287
H: -1.9663 1.6981 -0.8523  0.2645
H: -1.8751 -0.0455 -0.9247  -0.0872
H: -4.0925 -0.2625 -1.9204  0.3069
H: -5.2785 1.5566 -0.8413  0.4745
H: -5.5370 1.4425 -2.5255  0.4729
H: -5.9136 3.7358 -0.7857  0.3382
H: -6.0777 4.0717 -2.5828  0.2889
H: -4.9646 4.9374 -1.5333  0.2596
H: -2.1171 1.4681 -3.1261  0.2750
H: -3.5660 1.3237 -3.8450  0.3202
C: -1.1191 0.5207 3.6390  -1.2248
C: -1.1892 -0.9940 3.4516  0.4170
C: -2.5643 -1.4152 2.9555  -0.6041
O: -2.6265 -2.7652 2.6124  -0.4087
C: -3.8529 -3.1770 2.0365  -0.7410
N: -0.2078 -1.4429 2.4358  -0.7756
H: -1.5624 0.8635 4.5700  0.4679
H: -1.6732 1.0204 2.8334  0.1708
H: -0.0730 0.8165 3.5477  0.2620
H: -1.1239 -1.4590 4.4436  0.3091
H: -3.0386 -0.7125 2.2437  0.0730
H: -3.2841 -1.2316 3.7853  0.4393
H: -3.6201 -4.1260 1.5257  0.2802
H: -4.1437 -2.5713 1.1686  0.2740
H: -4.6360 -3.4213 2.7536  0.3164
H: 0.6775 -1.7425 2.8541  0.2578
H: -0.5594 -2.3417 2.0854  0.2727
C: 5.6609 -0.0079 2.1229  -1.6742
C: 4.6336 0.4893 1.1226  0.6205
C: 4.5239 -0.4493 -0.0719  -1.0479
O: 3.5854 -0.0735 -1.0548  -0.0795
C: 3.9261 1.0877 -1.7639  -0.7936
N: 3.3205 0.8548 1.7315  -0.3564
H: 5.7782 0.6784 2.9590  0.4536
H: 6.6261 0.0600 1.6001  0.4156
H: 5.5735 -1.0506 2.4208  0.3728
H: 4.9636 1.4359 0.6705  0.0826
H: 4.2828 -1.4719 0.2351  0.3251
H: 5.5159 -0.5265 -0.5427  0.4935
H: 3.1007 1.2913 -2.4450  0.2484
H: 4.8207 0.9873 -2.3947  0.2981
H: 4.1163 1.9360 -1.1001  0.2533
H: 3.3590 0.6549 2.7239  0.2582
H: 3.1444 1.8621 1.6293  0.2530